76
Properties=species:S:1:pos:R:3:forces:R:3 method="wB97M-V/def2-TZVPD" largest_force_ev_per_a=1.85 e_tot_ev=-43962.4737 spin_multiplicity=1 total_charge=+1 lumo_ev=-5.50 homo_ha=-0.367 relative_energy_ev=0.197
C -1.5385 1.3063 2.5156 -0.7 0.2 -0.5
C -0.0840 4.4582 0.9238 -0.9 -0.5 0.2
H 5.1997 -2.8871 -2.3671 0.0 0.2 -0.1
C -1.8373 -0.6944 0.9334 0.1 -0.2 -0.2
H -1.7883 -0.0853 3.9133 0.3 0.9 -0.2
H -0.1370 -0.6355 -7.1427 -0.1 0.1 -0.1
H -2.6053 1.4694 2.3139 0.1 0.0 -0.2
H -1.0134 -3.5805 -4.1908 -0.2 -0.1 0.1
H 4.1587 -5.9379 0.4510 -0.2 -0.1 0.1
C 6.1645 -5.2286 0.5129 0.0 -0.2 0.2
C 1.4092 -3.6330 -3.0520 0.1 0.2 -0.1
H -2.3678 3.2544 3.8496 0.0 0.2 0.0
H 6.4502 -5.8794 1.3226 0.0 -0.1 0.1
H 8.1013 -4.3330 0.3603 0.2 0.0 0.1
C -4.0149 -1.7336 0.5730 -0.5 0.3 0.4
H 1.0090 0.9140 1.7043 0.2 0.1 0.0
C -2.9451 4.5847 1.5309 -0.1 0.3 0.3
C -1.0036 0.2849 1.5345 0.1 0.0 0.2
C -1.8942 4.9822 2.6009 0.2 -0.3 -0.2
H -4.0256 -3.3815 -0.7887 -0.2 -0.2 -0.1
H 0.1946 2.5628 2.6447 -0.1 0.1 -0.1
H 2.4283 -5.0638 -1.0229 -0.2 -0.2 0.3
H -5.5551 -1.0056 2.6158 0.0 0.2 0.1
C 4.8783 -5.2596 0.0259 -0.3 0.1 -0.2
H 0.9443 4.1900 1.1782 -0.1 -0.1 0.1
H 0.9916 7.2710 4.4267 0.3 0.1 0.2
H -0.7938 3.9454 4.1891 -0.1 0.0 -0.2
H -7.0478 -1.1162 1.6633 0.2 -0.1 -0.1
C -0.6231 5.5549 1.8872 -0.4 -0.1 -0.3
H 1.3934 5.5394 2.7997 0.3 -0.2 0.0
H -2.2905 3.9184 -0.4488 0.1 0.0 0.1
C 1.8753 -1.9212 -4.7790 0.1 -0.1 0.1
C 6.7403 -3.5256 -1.0687 0.0 0.3 -0.3
C 0.9938 -2.8205 -4.1511 0.0 0.1 -0.2
C 0.4281 6.0152 2.8536 -0.2 0.0 -0.1
C 5.4596 -3.5514 -1.5635 -0.2 0.0 -0.1
H 0.6713 -4.2452 -2.5650 -0.3 -0.2 0.1
H -3.8387 4.1783 2.0198 0.1 0.1 0.0
C -3.4019 -2.6445 -0.3157 -0.4 -0.1 0.0
H 1.8689 -0.7619 0.1459 0.3 0.0 0.0
H 3.4354 -3.0888 -3.1082 0.1 0.2 -0.1
H -5.8208 0.0850 1.2150 0.0 0.2 0.1
C 2.7046 -3.6736 -2.5852 0.3 -0.1 0.0
O -1.4573 0.8382 3.8611 0.2 -0.5 0.1
C -3.2213 -0.7839 1.1855 -0.9 -0.4 -0.1
H -0.9345 6.4274 1.2909 0.0 -0.2 0.1
H -3.6670 -0.1105 1.8898 -0.1 0.2 0.1
H -1.6099 -3.2980 -1.2357 0.1 -0.2 -0.2
C 7.0974 -4.3616 -0.0281 0.0 -0.1 0.1
N -0.9241 3.2340 0.9952 0.0 -0.5 0.1
C 0.2231 6.9589 3.7476 0.2 0.1 0.2
C 3.1422 -4.4310 -1.5189 0.1 0.3 -0.3
H -0.7245 7.4521 3.8245 -0.4 0.3 0.1
H 2.8840 -1.8209 -4.4249 0.2 0.1 0.0
C 0.8113 -0.7381 0.3627 0.5 -0.2 -0.2
C -0.8666 2.6906 2.3945 0.0 0.3 -0.3
H -3.2779 5.4705 0.9779 0.1 -0.1 0.1
H -2.9046 2.6159 0.5442 0.1 0.1 0.1
C -1.4897 3.7069 3.3763 -0.2 0.2 0.2
H 7.4622 -2.8466 -1.4937 0.1 0.1 0.0
H -0.0651 4.8070 -0.1138 -0.1 -0.1 0.1
C 0.1761 -1.2461 -6.3119 -0.1 0.0 0.0
C -1.2417 -1.6278 0.0469 -0.1 0.2 0.1
C 1.4713 -1.1487 -5.8389 0.3 0.1 0.0
H -1.7219 -2.1955 -6.0890 -0.1 0.0 0.0
C -0.7140 -2.1221 -5.7137 -0.3 -0.1 -0.1
N 0.0853 -1.6381 -0.2371 -0.2 -0.3 -0.2
C 0.3259 0.2227 1.2447 -0.1 0.3 0.3
C -2.3260 3.5431 0.5784 0.9 0.0 0.3
H -2.3049 5.7357 3.2928 0.1 -0.3 -0.3
C -2.0683 -2.5946 -0.5643 -0.2 0.1 0.1
C -5.9769 -0.9174 1.6146 -0.2 0.1 0.2
C 4.4860 -4.4155 -1.0292 0.3 0.0 0.1
O -5.3922 -1.8706 0.7625 1.8 -0.2 -0.6
C -0.3185 -2.8969 -4.6478 0.1 -0.1 0.2
H 2.1682 -0.4658 -6.2984 0.1 0.1 0.0

80
Properties=species:S:1:pos:R:3:forces:R:3 method="wB97M-V/def2-TZVPD" largest_force_ev_per_a=0.36 e_tot_ev=-51041.4500 spin_multiplicity=1 total_charge=+1 lumo_ev=-3.41 homo_ha=-0.414
H -4.1299 -2.7748 3.9648 0.3 0.0 0.0
C 3.5310 0.3219 -2.3215 0.0 0.0 0.0
C -6.2030 0.9630 -0.5543 -0.1 0.0 0.0
C 2.4089 4.7145 -4.3344 0.0 0.0 0.0
C 3.0970 3.9619 -3.3890 0.0 0.0 0.0
H 1.3471 1.8731 4.0315 0.0 0.0 0.0
C 4.9093 -4.7022 0.3946 0.0 0.0 0.0
C 3.8196 -1.5684 2.1562 -0.1 0.1 -0.2
H -2.8787 1.1930 0.3547 -0.1 0.0 0.0
C 4.6904 3.8215 -1.4443 0.0 -0.1 -0.1
C -4.1633 -1.9548 0.7622 0.1 0.2 0.0
H 3.4805 0.7064 3.5169 0.0 0.0 0.0
O 5.4191 4.3697 -0.6476 0.0 0.0 0.0
C 2.5473 6.0918 -4.3557 0.0 0.0 0.0
H 1.7767 4.1980 -5.0439 0.0 0.0 0.0
C 3.9279 4.5975 -2.4651 0.0 0.0 0.0
H 2.8803 -0.1446 -3.0490 0.0 0.0 0.0
H -2.3849 -0.9121 0.9511 0.0 -0.1 -0.1
H -0.7977 0.9203 3.2675 0.0 0.0 0.0
H 5.8698 -3.0708 1.4284 0.0 0.0 0.0
H -3.5231 -0.4739 2.0231 0.0 -0.1 0.1
H 5.8355 -5.2093 0.1592 0.0 0.0 0.0
C 5.0532 0.2105 -0.4594 0.0 0.0 0.0
C 2.9217 2.4814 -3.3827 0.1 0.0 0.1
H -5.6201 2.7077 -1.7047 0.0 0.0 0.0
C 0.1332 -0.7819 2.3372 0.1 0.1 0.0
H 4.1020 -1.4981 -1.3481 0.0 0.0 0.0
N -4.9868 -4.0230 1.8361 -0.2 0.1 -0.1
H -7.3194 2.2839 -1.8805 0.0 -0.1 0.0
H 5.8436 2.1018 0.2120 0.0 0.0 0.0
H 1.5560 -5.0047 -0.0230 0.0 0.0 0.0
C 1.3222 -1.4406 2.0594 -0.1 0.0 0.0
H 3.4776 7.8019 -3.4512 0.0 0.0 0.0
H -0.7596 -1.2597 1.9632 -0.1 0.1 0.2
C 3.6771 1.7045 -2.3555 0.0 0.0 0.0
H 4.7124 6.4493 -1.7642 0.0 0.0 0.0
C -4.0058 -2.9600 1.9385 0.1 0.0 0.0
N -4.1697 -2.1729 3.1494 -0.3 0.2 0.0
O 2.1865 1.9270 -4.1717 0.0 0.0 0.0
C 3.7503 -2.8562 1.4069 0.0 0.0 0.0
C 3.3714 6.7253 -3.4317 0.0 0.0 0.0
C 3.6974 -5.2484 -0.0102 0.0 0.0 0.0
H 3.6812 -6.1808 -0.5585 0.0 0.0 0.0
H -5.0592 -4.4200 0.9052 0.1 0.0 0.0
C 2.5304 -3.4036 0.9946 0.0 0.0 0.0
C 2.5274 -0.8985 2.4901 0.0 0.0 0.0
C 1.3376 0.9446 3.4766 0.0 0.0 0.0
H -6.7652 3.0708 -0.4074 0.0 -0.1 0.0
H 2.0154 6.6761 -5.0950 0.0 0.0 0.0
C -5.9868 -0.0579 -1.6795 0.0 -0.1 0.0
C -3.6901 0.4913 0.1637 0.0 0.0 -0.1
H -2.6651 -4.4354 1.4404 0.0 0.0 0.0
C 2.5098 -4.6003 0.2869 0.0 0.0 0.0
C 4.0605 5.9813 -2.4893 0.0 0.0 0.0
C 4.2170 -0.4207 -1.3758 0.0 0.0 0.0
H -5.0757 -1.7105 3.1715 -0.1 -0.1 0.0
H -3.6082 0.1582 -0.8695 0.0 0.0 0.0
O 4.8762 -1.0494 2.4329 0.0 -0.1 0.2
H -3.7682 -2.3857 -0.1574 -0.1 0.0 0.0
H -5.9103 -3.7114 2.1085 0.0 0.0 0.0
C 2.5307 0.2980 3.1986 0.0 0.0 0.0
C 4.5173 2.3375 -1.4393 0.0 0.0 0.0
C 0.1285 0.4065 3.0416 0.1 0.0 0.0
C 4.9368 -3.5098 1.1012 0.0 0.0 0.0
N -3.3818 -0.7009 1.0311 0.1 -0.1 -0.1
H -4.8955 2.1602 0.6712 0.0 0.0 0.0
C -6.4956 2.3333 -1.1660 -0.1 0.1 -0.1
H -1.8913 -3.0299 1.8390 0.0 0.1 0.0
H -6.9418 -0.4681 -2.0092 0.0 0.1 0.0
H -5.3840 0.6973 1.4580 0.0 0.0 0.0
C 1.2533 -2.7120 1.2817 0.1 0.1 0.0
N -2.7186 -3.5910 1.9897 0.1 -0.1 0.1
H 5.5714 -0.3746 0.2880 0.1 0.1 -0.1
H -7.0959 0.6597 -0.0012 0.1 0.0 0.0
H -5.3671 -0.9122 -1.4026 -0.1 0.0 0.0
C -5.0565 1.0961 0.4908 0.0 0.0 0.0
H -5.2019 -1.6603 0.6142 0.0 0.0 0.1
O 0.1785 -3.1376 0.8947 0.0 0.0 0.0
H -5.5202 0.4041 -2.5528 0.1 0.0 0.1
C 5.2043 1.5862 -0.4920 0.0 0.0 0.0

84
Properties=species:S:1:pos:R:3:forces:R:3 method="wB97M-V/def2-TZVPD" largest_force_ev_per_a=0.42 e_tot_ev=-126151.2210 spin_multiplicity=1 total_charge=+1 lumo_ev=-2.02 homo_ha=-0.359
H -3.4031 -3.8651 -2.4769 0.0 0.0 0.0
H 2.8936 3.8031 -1.1225 0.0 0.0 0.0
H 1.3942 3.2564 2.2692 0.0 0.0 0.0
H 4.6332 0.4624 -1.9089 0.0 0.0 0.0
C -5.8425 -4.3024 0.8349 0.0 0.0 -0.1
H 3.6810 0.7546 1.0085 0.0 0.0 0.0
C -4.7112 1.1734 0.5837 0.0 0.0 0.1
C -4.4473 -3.2898 2.6771 0.0 0.0 0.0
H 1.9241 0.8304 1.0297 -0.1 0.0 0.0
H -4.5022 1.4790 1.6007 0.0 0.0 0.0
C -2.2449 3.7541 -0.8347 0.1 -0.1 0.0
N 5.4314 -1.3579 -1.1518 0.0 -0.1 0.0
H 3.7483 3.2651 1.2445 0.0 0.0 0.0
H -3.1005 4.5546 4.0509 0.0 0.0 0.0
H -0.5534 -3.8186 -0.2764 0.0 0.0 0.0
H 2.3300 2.1374 -1.2062 0.0 0.1 0.0
N -4.7029 -3.5198 -0.8687 0.0 0.0 0.0
C 0.0386 4.4234 0.0040 -0.1 0.0 0.0
C -3.5134 5.3835 -2.1122 0.0 0.0 0.0
Rb 0.1604 -0.1814 -1.1355 0.3 -0.3 0.0
C -2.4685 6.2865 -2.0488 0.0 0.0 0.0
H 2.7598 5.3853 0.6875 0.0 0.0 0.0
C -2.6663 3.4977 2.2400 0.0 0.0 0.0
C -1.1931 4.6862 -0.7649 0.0 0.0 0.0
C 3.0892 -4.5883 0.0280 0.0 0.0 0.0
H -3.1128 4.2567 1.6088 0.0 0.0 0.0
H -3.9909 -2.1986 -2.3021 0.0 0.0 0.0
H -1.0994 0.7983 4.5094 0.0 0.0 0.0
C 0.9528 -5.2782 0.2247 0.0 0.0 0.0
H 2.8339 1.3488 2.4384 0.0 0.0 0.0
Se -2.5846 -1.9961 0.3352 0.1 0.0 0.0
H -6.4392 -4.7374 -1.2431 0.0 0.0 0.0
P -2.0833 2.0525 -0.1308 -0.4 0.2 0.0
H -7.1595 -0.3244 -1.2203 0.0 0.0 0.0
C 2.8318 1.3478 1.3481 0.0 -0.1 0.0
H -5.1930 -3.7754 3.3003 0.0 0.0 0.0
C 2.8794 2.7660 0.8002 0.0 0.1 0.0
C 3.6173 -2.2972 -0.7835 0.0 -0.1 0.1
N 4.9137 -2.5066 -0.6886 0.0 0.0 0.0
C -5.2826 0.3632 -2.0089 0.0 0.0 0.0
C -4.0696 0.9610 -1.7126 0.0 -0.1 0.0
C 3.0473 2.8018 -0.7173 0.0 0.0 0.0
O 0.7319 5.5338 0.3518 0.0 0.0 0.1
H -3.3432 1.1078 -2.5072 0.0 0.0 0.0
H 6.4292 -1.2382 -1.2106 0.0 0.0 0.0
H -1.0956 0.5032 2.0680 0.0 0.0 0.0
H -4.4496 -2.2163 2.8580 0.0 0.0 0.0
H -2.0956 2.8307 5.5105 0.0 0.0 0.0
C -6.2104 0.1451 -0.9968 0.0 0.0 0.0
C 4.4535 -0.5175 -1.5023 -0.1 0.0 0.0
H -4.4304 5.6434 -2.6241 0.0 0.0 0.0
C 2.6453 -3.3408 -0.4074 0.1 0.1 -0.1
H -6.5339 -4.7750 1.5070 0.0 0.0 0.0
C -1.3174 5.9373 -1.3613 0.0 0.0 0.0
C -2.6601 3.6667 3.6171 0.0 0.0 0.0
C -5.9192 0.5495 0.2965 0.0 0.0 0.0
C -4.0729 -3.0742 0.2391 0.0 0.1 -0.1
H 4.1484 -4.7918 0.1130 0.0 0.0 0.0
N 0.4703 3.2979 0.4023 0.0 0.0 0.0
N 3.2807 -1.0714 -1.2781 -0.1 0.1 -0.1
H -4.2388 3.4586 -1.5665 0.0 0.1 0.0
C -2.0961 2.6985 4.4369 0.0 0.0 0.0
H -5.5051 0.0651 -3.0258 0.0 0.0 0.0
C 0.5041 -4.0382 -0.2039 0.0 0.0 0.0
C -3.7703 1.3839 -0.4164 0.0 0.0 0.0
H 1.7444 5.5798 2.1342 0.0 0.0 0.0
C -3.3993 4.1378 -1.5092 -0.1 0.0 0.0
C -2.0972 2.3636 1.6685 0.0 0.0 0.0
C -4.2653 -3.2484 -2.2248 0.0 0.0 0.0
C -1.5362 1.5592 3.8759 0.0 0.0 0.0
H -3.4572 -3.6793 2.9067 0.0 0.0 0.0
H 4.0507 2.4848 -1.0027 0.0 0.0 0.0
H 0.2496 -6.0616 0.4786 0.0 0.0 0.0
H -5.0860 -3.4702 -2.9024 0.0 0.0 0.0
N 2.2459 -5.5582 0.3471 0.0 0.0 0.0
H -6.6389 0.3893 1.0888 0.0 0.0 0.0
C -1.5336 1.3987 2.4981 0.0 -0.1 0.0
C 1.6462 3.5606 1.2484 0.0 -0.1 0.0
H -0.5011 6.6389 -1.2738 0.0 0.0 0.0
C 1.8276 5.0850 1.1684 0.0 0.1 0.0
N 1.3501 -3.0594 -0.5192 -0.1 0.0 0.0
H -2.5499 7.2579 -2.5164 0.0 0.0 0.0
C -5.7974 -4.2826 -0.5120 0.0 0.0 0.1
N -4.7738 -3.5548 1.2872 0.0 0.0 0.0